(1)
The following is a quantum chemistry calculation of a cluster of 2 separate species, CH2ClFP2 in total, from the OMol25 dataset.

Each line ends with the Mulliken charge.
Geometry (Å):
C (-0.35528, 0.13701, -0.33855)  0.02
F (1.38525, -1.77899, 0.40970)  -0.25
P (-0.09659, 0.84578, 1.26456)  -0.05
P (1.35764, -0.22779, -0.02679)  0.20
Cl (-0.97733, 0.75656, -1.72007)  -0.08
H (-1.70697, -1.64550, -0.16506)  0.10
H (0.39328, 1.91292, 0.57620)  0.06

Values from the calculation:
E_LUMO (alpha / beta), eV: -1.30 / -0.69

(2)
The following is a quantum chemistry calculation of a cluster of 8 separate species, C31H56N4O9 in total, from the OMol25 dataset.

Each line ends with the Mulliken charge.
Geometry (Å):
O (13.80280, -4.68955, -4.09139)  -0.58
C (14.21880, -3.53393, -4.22432)  0.77
O (15.40278, -3.10156, -3.75915)  -0.25
C (16.24403, -3.80529, -2.83409)  -0.25
C (17.58077, -3.10951, -2.68320)  -1.13
C (13.55129, -2.42913, -4.92808)  -1.09
H (16.25488, -4.83583, -3.18902)  0.33
H (15.68289, -3.83677, -1.90016)  0.27
H (18.02748, -3.38824, -1.72881)  0.38
H (17.50676, -2.06374, -2.38487)  0.34
H (18.26386, -3.18462, -3.52927)  0.27
H (13.06143, -2.68462, -5.86768)  0.29
H (14.21355, -1.60855, -5.20404)  0.34
H (12.94517, -1.74876, -4.32990)  0.30
O (26.40793, -6.04965, 3.38719)  -0.59
C (26.00928, -4.90185, 3.13817)  0.72
O (26.38564, -3.80048, 3.77142)  -0.30
C (27.19018, -3.88959, 4.98492)  -0.16
C (27.02619, -2.73021, 5.91953)  -1.20
C (25.01431, -4.56051, 2.04159)  -0.92
H (28.22548, -3.91747, 4.64511)  0.25
H (27.01145, -4.82573, 5.51389)  0.32
H (26.87431, -1.80904, 5.35696)  0.33
H (27.75998, -2.47369, 6.68362)  0.36
H (26.03827, -2.62952, 6.36895)  0.33
H (25.32499, -3.57641, 1.69070)  0.31
H (24.05532, -4.47672, 2.55289)  0.24
H (24.98096, -5.20003, 1.15955)  0.31
O (22.25104, 2.05532, -6.46816)  -0.57
C (21.47826, 1.34578, -5.86836)  0.68
O (21.13250, 1.33877, -4.55478)  -0.25
C (21.60714, 2.39229, -3.70565)  -0.28
C (21.71967, 1.95360, -2.19575)  -1.08
C (20.79016, 0.21452, -6.50435)  -0.89
H (21.03475, 3.30235, -3.88527)  0.36
H (22.64556, 2.62615, -3.94039)  0.27
H (22.71372, 2.15775, -1.79790)  0.33
H (21.76391, 0.88811, -1.97022)  0.34
H (20.93290, 2.47159, -1.64733)  0.25
H (20.44512, 0.64782, -7.44313)  0.29
H (19.92280, -0.19605, -5.98742)  0.28
H (21.53037, -0.52830, -6.80167)  0.25
C (18.86894, -6.46404, -7.69941)  -1.19
C (18.00602, -7.23712, -6.79467)  -0.22
C (18.75493, -8.15094, -5.80972)  -0.43
C (19.79673, -7.50761, -4.87859)  0.24
N (20.62690, -7.02124, -4.20234)  -0.46
H (18.26113, -5.85778, -8.37106)  0.33
H (19.39951, -7.20401, -8.29862)  0.31
H (19.55356, -5.76842, -7.21411)  0.35
H (17.28489, -7.78673, -7.39965)  0.33
H (17.52689, -6.48055, -6.17327)  0.15
H (19.36301, -8.77582, -6.46383)  0.26
H (18.07829, -8.83647, -5.29951)  0.35
C (26.43893, -17.67023, -8.55074)  -1.24
C (25.18984, -17.06976, -7.95989)  -0.17
C (25.40208, -15.51068, -7.81745)  -0.48
C (24.26285, -14.70675, -7.23719)  0.07
N (23.39925, -14.10060, -6.75890)  -0.42
H (26.46403, -17.31956, -9.58248)  0.33
H (26.24581, -18.73560, -8.67643)  0.34
H (27.43980, -17.52972, -8.14256)  0.35
H (25.06801, -17.59573, -7.01300)  0.30
H (24.35595, -17.25254, -8.63763)  0.28
H (25.92686, -15.00589, -8.62856)  0.41
H (26.01929, -15.31121, -6.94146)  0.23
C (25.14034, -8.68271, -10.46323)  -1.06
C (24.80050, -8.51112, -9.00253)  -0.37
C (25.92038, -8.16064, -7.94421)  -0.50
C (26.89663, -9.27698, -7.76229)  0.21
N (27.61926, -10.14920, -7.69832)  -0.40
H (25.10761, -7.75473, -11.03408)  0.29
H (24.53037, -9.30840, -11.11482)  0.33
H (26.15563, -9.07622, -10.51263)  0.30
H (24.44305, -9.46929, -8.62538)  0.27
H (23.91931, -7.89474, -8.82459)  0.34
H (25.51120, -7.94255, -6.95775)  0.31
H (26.51719, -7.30671, -8.26473)  0.27
C (13.04355, -5.00576, -11.60466)  -1.20
C (12.07590, -5.83412, -12.47789)  -0.35
C (11.20126, -6.73419, -11.49668)  -0.58
C (11.78292, -8.01793, -11.01829)  0.28
N (12.26095, -8.93971, -10.65445)  -0.36
H (12.72105, -4.23408, -10.90565)  0.37
H (13.71202, -4.54297, -12.33065)  0.33
H (13.56893, -5.68625, -10.93458)  0.31
H (12.66281, -6.28918, -13.27574)  0.34
H (11.48115, -5.07288, -12.98276)  0.29
H (10.20701, -6.87145, -11.92181)  0.32
H (11.09890, -6.06486, -10.64250)  0.25
C (14.36594, -14.46541, -0.11465)  -0.33
C (15.44054, -15.12577, 0.56176)  -0.31
O (16.37837, -14.15110, 0.73060)  -0.30
C (16.24576, -13.30900, -0.26268)  0.69
O (17.06233, -12.43013, -0.47506)  -0.55
O (15.04064, -13.53614, -0.87938)  -0.32
H (13.57632, -14.11623, 0.55069)  0.28
H (13.92330, -15.09976, -0.88262)  0.27
H (15.97341, -15.90677, 0.01936)  0.29
H (14.94771, -15.46941, 1.47123)  0.28

Values from the calculation:
SMILES string: CCOC(C)=O.CCOC(C)=O.CCOC(C)=O.O=C1OCCO1.CCCC#N.CCCC#N.CCCC#N.CCCC#N
E_LUMO, eV: 0.39

(3)
The following is a quantum chemistry calculation of a structure of composition C36H43ClIKN8O5, from the OMol25 dataset.

Each line ends with the Mulliken charge.
Geometry (Å):
K (-0.51805, -0.72179, 0.26184)  0.72
C (1.65278, 0.85589, -2.99715)  -1.66
N (2.28054, -0.09978, -2.09428)  1.26
C (2.36266, -1.42266, -2.69462)  -0.95
C (2.96873, -2.50580, -1.80142)  -1.01
C (2.27508, -2.79072, -0.46501)  0.40
N (0.88057, -3.14033, -0.61455)  0.24
C (0.58301, -4.37415, -0.55048)  -0.31
C (-0.74086, -4.95854, -0.67101)  0.91
C (-0.82644, -6.35313, -0.69425)  -0.47
C (-2.02523, -7.02485, -0.81310)  -0.77
C (-3.19824, -6.25646, -0.89654)  -0.38
C (-3.16076, -4.88665, -0.86154)  -1.01
C (-1.93178, -4.14946, -0.74640)  -0.35
O (-1.91520, -2.88999, -0.71121)  -0.17
C (3.57814, 0.42292, -1.67657)  -1.44
C (3.90746, 0.27930, -0.19828)  -0.36
C (3.10820, 1.20331, 0.70947)  -1.13
N (1.66374, 1.00936, 0.71374)  0.80
C (1.00596, 2.08885, 0.76777)  -1.51
C (-0.43024, 2.43390, 1.15041)  2.90
C (-1.41628, 1.58750, 2.01475)  1.36
C (-2.85912, 1.90408, 1.80041)  -1.69
C (-3.26391, 2.72860, 0.83109)  -0.67
C (-2.38781, 3.29807, -0.16358)  -0.70
C (-1.02281, 3.11762, -0.11452)  -0.44
O (-0.18922, 3.36219, -1.04422)  -0.91
H (2.33142, 1.13499, -3.82504)  0.30
H (1.36655, 1.76131, -2.45566)  0.34
H (0.76457, 0.41896, -3.44235)  0.61
H (2.96990, -1.38652, -3.62459)  0.36
H (1.35485, -1.72301, -2.98777)  0.38
H (4.01772, -2.27084, -1.59508)  0.40
H (2.97268, -3.43420, -2.38340)  0.43
H (2.31850, -1.90377, 0.16566)  -0.98
H (2.83900, -3.58920, 0.04753)  0.39
H (1.39083, -5.11222, -0.38043)  0.09
H (0.09927, -6.91882, -0.61701)  0.28
H (-2.06211, -8.10622, -0.83060)  0.36
H (-4.15803, -6.75870, -0.97984)  0.38
H (-4.07059, -4.29832, -0.90246)  0.43
H (3.59936, 1.49036, -1.91680)  0.60
H (4.37605, -0.04153, -2.28269)  0.38
H (4.96629, 0.53195, -0.06561)  0.44
H (3.79986, -0.75284, 0.12404)  0.07
H (3.35705, 2.24736, 0.45858)  0.42
H (3.44326, 1.04142, 1.74004)  0.28
H (1.52560, 3.04846, 0.66745)  0.00
H (-1.22901, 0.50926, 2.03712)  0.43
H (-3.56155, 1.45944, 2.49477)  0.33
H (-4.32552, 2.95378, 0.75684)  0.32
H (-2.80295, 3.81162, -1.02545)  0.40
N (-1.38312, -0.84449, -2.61307)  -0.22
C (-2.26718, 0.31894, -2.41094)  2.12
C (-2.91815, 0.63960, -3.75331)  -1.59
C (-3.94677, 1.77801, -3.77075)  -0.57
C (-5.20752, 1.38109, -4.54619)  -0.88
N (-5.78567, 0.20657, -3.92088)  -0.49
C (-5.93858, -0.90442, -4.52712)  0.68
N (-5.67519, -1.18590, -5.85865)  -0.45
N (-6.41293, -2.00118, -3.82318)  -0.66
C (-3.18381, 0.00384, -1.21566)  -0.12
O (-4.47837, -0.27538, -1.40459)  -0.58
O (-2.71400, -0.09935, -0.11547)  -0.33
H (-1.86791, -1.70498, -2.35038)  0.46
H (-0.61780, -0.81990, -1.94847)  -0.58
H (-1.66861, 1.18146, -2.09939)  -0.54
H (-3.35999, -0.28245, -4.14605)  0.24
H (-2.08764, 0.87145, -4.42289)  0.52
H (-3.51755, 2.67364, -4.22350)  0.57
H (-4.22819, 2.06376, -2.75418)  0.15
H (-4.93216, 1.23911, -5.60006)  0.34
H (-5.93382, 2.19865, -4.51451)  0.38
H (-4.82587, -0.03039, -2.29487)  0.37
H (-5.58643, -0.39395, -6.46925)  0.20
H (-6.19911, -1.94912, -6.25354)  0.24
H (-6.35858, -1.84829, -2.82345)  0.30
H (-5.97381, -2.87293, -4.08238)  0.25
Cl (-0.65179, 2.31480, 7.99424)  -0.38
C (-0.67460, 2.29870, 6.23162)  0.49
C (-1.54834, 3.14128, 5.55044)  -0.46
C (-1.66200, 3.16667, 4.18823)  -1.04
I (-2.75411, 4.82612, 3.46452)  -0.10
C (-0.83312, 2.34761, 3.26073)  1.77
O (-0.12748, 3.25271, 2.32175)  -0.77
C (0.08185, 1.44386, 4.07942)  -0.65
N (0.78770, 0.58623, 3.35156)  -0.02
C (1.65331, -0.24312, 3.90966)  -0.30
C (1.85707, -0.26797, 5.28892)  -0.91
C (1.11277, 0.56987, 6.08214)  -0.96
C (0.16982, 1.45279, 5.50882)  -0.06
H (-2.14873, 3.82870, 6.13399)  0.39
H (2.18968, -0.91033, 3.24184)  0.36
H (2.57621, -0.95297, 5.72642)  0.37
H (1.22998, 0.56240, 7.15859)  0.35

Values from the calculation:
E_LUMO, eV: 3.55
Net charge: -2

(4)
The following is a quantum chemistry calculation of a cluster of 2 separate species, C8H16N in total, from the OMol25 dataset.

Each line ends with the Mulliken charge.
Geometry (Å):
C (3.17342, 0.96106, 1.29985)  0.22
C (2.18353, 0.49948, 0.87215)  -0.91
C (0.32064, 1.92371, -1.63697)  -1.33
C (-0.35275, -0.28548, 2.14064)  -1.86
C (-2.01582, -0.47282, 0.05146)  -1.67
C (0.49737, 0.41122, -1.69893)  -0.64
C (-0.66218, 0.05057, 0.70847)  0.69
C (0.35437, -0.28168, -0.32070)  -0.09
N (0.74657, -1.75900, -0.25050)  -0.04
H (4.01302, 0.99166, 1.93434)  0.43
H (0.36447, 2.13611, -2.63466)  0.46
H (-0.68407, 2.13502, -1.37783)  0.40
H (1.20644, 2.21144, -1.02098)  0.32
H (0.18499, -1.18614, 2.41118)  0.39
H (-1.23197, -0.34101, 2.63362)  0.60
H (0.18200, 0.44411, 2.65420)  0.44
H (-2.05913, -1.45371, 0.43000)  0.48
H (-2.07255, -0.38645, -0.98063)  0.42
H (-2.94065, -0.07879, 0.42283)  0.41
H (1.60375, 0.20653, -2.17759)  0.29
H (-0.20261, -0.03827, -2.29269)  0.60
H (-0.98607, 1.14596, 0.54731)  0.18
H (1.73692, -1.79338, -0.28387)  0.41
H (0.29309, -2.18280, -1.09599)  0.40
H (0.36530, -2.15847, 0.69230)  0.40

Values from the calculation:
E_LUMO, eV: -4.48
Net charge: +1

(5)
The following is a quantum chemistry calculation of a structure of composition C15H14N2O5Ti, from the OMol25 dataset.

Each line ends with the Mulliken charge.
Geometry (Å):
Ti (0.75526, 0.82883, -0.02743)  1.12
O (3.90190, 1.39339, -1.93859)  -0.56
C (2.81902, 1.11271, -1.51693)  -0.01
O (2.50425, 1.01726, -0.25203)  -0.51
C (1.64039, 0.76403, -2.49417)  0.32
C (1.12684, -0.66059, -2.15504)  -0.26
C (-0.10137, -0.95109, -3.04113)  -1.03
C (-1.25953, -0.16216, -2.42735)  -0.83
C (-0.76645, 1.09712, -1.79346)  -0.30
O (0.74994, -0.70142, -0.81463)  -0.40
C (0.44397, 1.77460, -2.35746)  -0.01
C (0.82317, 2.90711, -1.33970)  0.24
O (1.40652, 3.90351, -1.63840)  -0.54
O (0.42271, 2.57749, -0.13473)  -0.40
H (2.05495, 0.79331, -3.50903)  0.65
H (1.92050, -1.40345, -2.33074)  0.62
H (-0.33071, -2.01522, -3.05492)  0.39
H (0.10244, -0.63324, -4.06458)  0.41
H (-1.77598, -0.77708, -1.67675)  0.37
H (-2.00749, 0.07174, -3.19894)  0.40
H (-1.54834, 1.75693, -1.39488)  0.52
H (0.26404, 2.23961, -3.33839)  0.49
N (-1.61840, 0.83810, 3.28865)  0.03
C (-0.86749, 1.43422, 2.35220)  -0.61
N (-0.08165, 0.57393, 1.72284)  -0.11
C (-0.32032, -0.66292, 2.29551)  0.62
C (0.25510, -1.90396, 2.02809)  -0.48
C (-0.21630, -2.97353, 2.76296)  -0.80
C (-1.20749, -2.81535, 3.74154)  -0.46
C (-1.76590, -1.58665, 4.03208)  -0.98
C (-1.30720, -0.50507, 3.29110)  0.57
H (-2.30229, 1.28860, 3.88207)  0.24
H (-0.87877, 2.49546, 2.14860)  0.58
H (1.04041, -2.00120, 1.28417)  0.46
H (0.18349, -3.95992, 2.58720)  0.41
H (-1.54131, -3.68350, 4.28636)  0.41
H (-2.51788, -1.47159, 4.79592)  0.42

Values from the calculation:
<S²>: 0.7543
E_LUMO (alpha / beta), eV: -4.11 / -5.83
Multiplicity: 2
Net charge: +1

(6)
The following is a quantum chemistry calculation of an isolated molecule of C2H4N4O, from the OMol25 dataset.

Each line ends with the Mulliken charge.
Geometry (Å):
N (-1.95824, 0.19984, 1.09746)  -0.46
C (-0.81682, 0.16290, 0.31370)  0.47
N (-0.74969, 0.72392, -0.88324)  -0.74
N (0.57752, 0.48607, -1.20090)  0.20
C (1.14205, -0.20391, -0.22842)  0.53
O (2.40962, -0.55373, -0.45796)  -0.49
N (0.33138, -0.43893, 0.77549)  -0.62
H (-2.79447, 0.39064, 0.56295)  0.28
H (-2.05978, -0.60633, 1.70007)  0.25
H (1.09032, 0.64681, -2.03999)  0.24
H (2.82812, -0.80728, 0.36084)  0.35

Values from the calculation:
SMILES string: Nc1n[nH]c(O)n1
E_LUMO, eV: 0.69

Computed ΔE to the lowest compared entry with this formula, charge and spin (kJ/mol) in order:
405.85; 438.26; 56.88; 693.70; 204.76; 31.68